Record 1
{
  "formula": "C15H27BiClIN2OP2",
  "method": "ωB97M-V with the def2-TZVPD basis set",
  "total_charge": 2,
  "total_energy_ev": -66047.95651,
  "max_force_ev_per_a": 6.68,
  "e_lumo_ev": -7.681,
  "multiplicity": 1,
  "elements": ["C", "C", "H", "H", "H", "O", "I", "Bi", "P", "C", "C", "H", "H", "H", "H", "H", "H", "C", "H", "H", "H", "P", "C", "C", "H", "H", "H", "C", "H", "H", "H", "H", "H", "H", "Cl", "N", "C", "N", "C", "C", "C", "C", "C", "C", "H", "H", "H", "H", "H", "H"],
  "xyz": [[0.0077, 0.8987, -6.3468], [0.0134, 1.6851, -5.1413], [0.0105, 1.4785, -7.2885], [-0.9181, 0.2946, -6.3171], [0.9256, 0.2828, -6.3181], [0.0213, 2.6695, -4.4834], [-0.0143, -1.1251, -3.6610], [-0.0022, -0.2489, -1.0074], [2.7376, -0.1254, -0.5089], [3.3782, 1.0640, 0.7199], [3.1714, -1.7546, 0.1958], [4.2567, -1.9043, 0.0901], [4.7980, -0.2097, -1.7870], [2.6294, -2.5598, -0.3187], [3.3633, -0.5777, -2.8207], [2.7960, 0.9938, 1.6523], [2.8957, -1.7805, 1.2606], [3.7546, 0.0645, -2.0159], [4.4389, 0.8543, 0.9358], [3.7163, 1.1119, -2.3544], [3.2876, 2.0872, 0.3288], [-2.7383, -0.0854, -0.5049], [-3.3591, 1.1157, 0.7227], [-3.7548, 0.1169, -2.0106], [-2.6674, -2.5209, -0.3113], [-4.2830, -1.8395, 0.1013], [-2.9167, -1.7351, 1.2676], [-3.1952, -1.7066, 0.2036], [-3.3738, -0.5316, -2.8153], [-4.8015, -0.1422, -1.7796], [-4.4222, 0.9210, 0.9413], [-3.2552, 2.1365, 0.3288], [-3.7022, 1.1633, -2.3504], [-2.7761, 1.0398, 1.6542], [-0.0223, -2.8632, -0.8675], [-0.0096, -2.0462, 3.5103], [-0.0076, -1.9773, 2.1656], [-0.0032, -0.6917, 1.7547], [-0.0017, 0.1023, 2.9019], [0.0022, 1.4957, 3.0935], [0.0019, 1.9600, 4.4155], [-0.0020, 1.0841, 5.5114], [-0.0061, -0.3071, 5.3153], [-0.0058, -0.7507, 4.0148], [-0.0131, -2.9127, 4.0529], [-0.0103, -2.8840, 1.5606], [0.0054, 2.1381, 2.2109], [0.0046, 3.0318, 4.6137], [-0.0017, 1.4659, 6.5370], [-0.0095, -1.0515, 6.1220]],
  "forces_ev_per_angstrom": [[-0.011, -0.781, -0.540], [0.045, 5.872, 2.801], [0.006, 0.462, 0.676], [0.570, -0.066, 0.007], [-0.568, -0.061, 0.008], [-0.047, -5.869, -3.184], [0.004, 0.542, -1.475], [-0.007, -0.663, 1.569], [0.870, -0.573, 0.414], [0.059, 0.195, -0.033], [0.292, -0.078, -0.075], [-0.310, -0.075, 0.149], [-0.336, 0.139, -0.215], [0.257, 0.253, 0.102], [0.186, 0.149, 0.333], [0.181, -0.042, -0.323], [0.097, 0.074, -0.335], [0.176, 0.050, 0.047], [-0.367, 0.078, -0.075], [0.062, -0.338, 0.119], [0.067, -0.252, 0.142], [-0.877, -0.562, 0.415], [-0.058, 0.196, -0.033], [-0.175, 0.053, 0.048], [-0.252, 0.258, 0.102], [0.309, -0.080, 0.147], [-0.096, 0.075, -0.335], [-0.292, -0.073, -0.074], [-0.183, 0.153, 0.334], [0.337, 0.134, -0.216], [0.369, 0.074, -0.077], [-0.071, -0.251, 0.144], [-0.066, -0.336, 0.119], [-0.182, -0.041, -0.324], [0.011, 1.246, 0.130], [0.001, -0.293, 0.122], [0.000, 1.351, 0.435], [-0.001, -1.288, -0.994], [-0.004, -0.226, 0.349], [0.000, -0.478, 0.141], [0.000, 0.118, -0.569], [-0.002, -1.030, 0.177], [0.001, 0.579, 0.818], [-0.001, -0.231, -0.383], [0.002, 0.577, -0.312], [0.003, 0.629, 0.059], [0.000, 0.115, 0.440], [0.000, -0.275, -0.138], [-0.001, -0.038, -0.497], [0.002, 0.630, -0.138]],
  "mulliken_charge": [-0.997, 0.783, 0.363, 0.382, 0.383, -0.162, -0.341, 1.042, 0.554, -1.057, -1.110, 0.440, 0.398, 0.343, 0.314, 0.230, 0.278, -1.092, 0.387, 0.334, 0.368, 0.554, -1.056, -1.091, 0.343, 0.440, 0.278, -1.111, 0.314, 0.398, 0.387, 0.367, 0.335, 0.230, -0.432, -0.043, -0.907, 0.662, -0.283, -0.328, -0.697, -0.491, -0.885, 0.665, 0.279, 0.530, 0.459, 0.413, 0.410, 0.421]
}

Record 2
{
  "formula": "C15H27BrN3O2",
  "method": "ωB97M-V with the def2-TZVPD basis set",
  "total_charge": 1,
  "total_energy_ev": -94593.08984,
  "max_force_ev_per_a": 1.04,
  "e_lumo_ev": -4.528,
  "multiplicity": 1,
  "elements": ["C", "C", "C", "Br", "N", "C", "C", "C", "C", "C", "C", "C", "N", "C", "C", "C", "C", "O", "N", "H", "H", "H", "H", "H", "H", "H", "H", "H", "H", "H", "H", "H", "H", "H", "H", "H", "H", "H", "H", "H", "H", "H", "C", "O", "H", "H", "H", "H"],
  "xyz": [[1.1368, 1.4580, -3.7322], [2.1970, 0.3638, -3.8218], [2.2344, -0.5778, -2.6215], [3.1982, 0.2762, -1.1759], [0.8453, -0.9568, -2.1841], [0.0320, -1.4212, -3.1209], [-1.2577, -1.7905, -2.7726], [-1.6609, -1.6823, -1.4501], [-3.0547, -2.0573, -1.0762], [-0.6918, -1.1913, -0.5338], [-0.9644, -1.0150, 0.9297], [-1.1429, 0.4571, 1.3071], [0.1182, 1.2138, 1.2412], [-0.2040, 2.6664, 1.1600], [-0.3629, 3.0480, -0.3172], [0.8922, 0.9475, 2.4161], [1.9663, -0.1085, 2.2772], [0.7283, 1.5337, 3.4593], [0.5281, -0.8428, -0.9151], [1.0373, 1.8568, -2.7276], [0.1681, 1.0641, -4.0419], [1.3617, 2.2378, -4.4491], [2.1391, -0.2015, -4.7503], [3.1712, 0.8406, -3.8496], [2.7771, -1.4898, -2.8326], [0.3635, -1.5003, -4.1420], [-1.9457, -2.1501, -3.5214], [-3.7439, -1.2916, -1.4290], [-3.2105, -2.1940, -0.0169], [-3.3354, -2.9854, -1.5662], [-0.0939, -1.4062, 1.4523], [-1.8040, -1.6063, 1.2642], [-1.5105, 0.4844, 2.3388], [-1.8969, 0.9496, 0.7001], [0.5939, 3.2389, 1.6120], [-1.1239, 2.8901, 1.6989], [-1.0680, 3.8646, -0.4387], [0.6059, 3.3301, -0.7152], [-0.7552, 2.1954, -0.8670], [1.9098, -0.5073, 1.2678], [2.9422, 0.3350, 2.4442], [1.8071, -0.9399, 2.9607], [-0.6927, -1.4162, 5.3289], [0.3974, -1.1574, 4.4471], [-0.5577, -2.4126, 5.7406], [-0.7100, -0.6947, 6.1480], [-1.6483, -1.3814, 4.7962], [0.2849, -0.2733, 4.0787]],
  "forces_ev_per_angstrom": [[-0.286, -0.609, -0.438], [0.181, 0.300, 0.115], [0.224, 0.612, 0.389], [-0.121, -0.145, -0.133], [0.414, -0.111, -0.154], [-0.979, -0.225, 0.133], [0.145, 0.118, 0.458], [0.343, 0.139, -0.275], [-0.060, -0.096, -0.056], [-0.316, -0.111, -0.018], [0.581, 0.027, -0.214], [0.332, -0.297, 0.530], [-0.357, 0.891, 0.196], [-0.327, -0.260, -0.671], [-0.033, -0.104, 0.554], [0.836, -0.482, 0.214], [-0.541, -0.313, -0.836], [-0.236, 0.313, -0.247], [-0.122, -0.249, -0.321], [0.129, 0.193, 0.072], [-0.171, 0.051, 0.126], [0.120, 0.277, 0.096], [-0.222, -0.093, -0.096], [0.208, -0.094, -0.014], [-0.057, -0.207, 0.005], [0.363, 0.116, -0.013], [0.046, -0.070, -0.148], [-0.068, 0.110, 0.004], [0.040, 0.070, 0.185], [-0.013, -0.084, -0.128], [-0.004, -0.033, 0.182], [-0.252, -0.017, -0.041], [-0.236, 0.039, 0.024], [0.021, 0.024, -0.267], [0.119, 0.041, 0.158], [-0.021, 0.030, 0.254], [0.064, 0.206, -0.045], [0.044, -0.004, -0.287], [-0.002, -0.078, -0.205], [0.301, 0.051, -0.063], [0.097, 0.094, 0.129], [0.185, 0.231, 0.224], [0.133, 0.152, -0.095], [-0.486, -0.328, 0.030], [0.027, -0.017, -0.012], [-0.055, -0.028, 0.026], [-0.034, -0.024, 0.069], [0.049, -0.004, 0.601]],
  "mulliken_charge": [-0.766, -0.839, -0.170, 0.003, 0.424, -0.067, -0.761, 1.158, -1.891, 0.110, -0.861, -1.178, 0.492, -0.653, -0.990, 0.136, -0.681, -0.564, -0.289, 0.053, 0.298, 0.421, 0.409, 0.470, 0.418, 0.489, 0.501, 0.382, 0.304, 0.503, 0.217, 0.474, 0.438, 0.676, 0.520, 0.360, 0.405, 0.279, 0.176, 0.078, 0.346, 0.303, -0.691, -0.458, 0.244, 0.285, 0.244, 0.243]
}